ORCA calculation (the ωB97M-V functional and the def2-TZVPD basis) on a molecular structure, C56H62AsCdN2O6P3.

```
131
Properties=species:S:1:pos:R:3:forces:R:3:lowdin_charge:R:1
Cd 0.040544 0.108406 -0.233490 -0.151 -0.076 -0.074 1.315
O 1.658846 0.067403 -1.826051 0.067 -0.259 -0.084 -0.456
P 2.864128 -0.737062 -2.280518 -0.150 -0.199 -0.404 0.750
C 4.449455 0.085060 -1.904560 0.366 0.978 0.130 -0.279
P 4.565620 1.519468 -0.704293 1.820 0.239 0.012 0.841
O 3.839627 1.303814 0.606592 0.508 -0.279 -0.526 -0.376
C 6.424587 1.767986 -0.442773 -0.682 1.102 -2.113 -0.257
C 7.102957 1.129995 0.554352 -0.166 -1.439 1.080 -0.106
C 8.486753 1.233525 0.662064 1.108 0.201 0.718 -0.072
C 9.225366 2.021339 -0.221141 0.803 -0.674 0.784 -0.063
C 8.553735 2.698916 -1.228291 1.259 0.656 0.493 -0.086
C 7.195067 2.592041 -1.341258 -1.121 -0.771 0.348 -0.073
C 4.005108 3.058341 -1.475389 -0.656 -0.072 -0.397 -0.305
C 4.243436 4.232325 -0.752331 -0.130 -0.405 1.282 -0.082
C 3.667541 5.462341 -1.127844 0.861 -0.785 0.170 -0.051
C 2.804383 5.526647 -2.215424 -0.106 -0.517 0.754 -0.053
C 2.536814 4.339305 -2.881450 -0.648 -0.495 -1.815 -0.075
C 3.154821 3.122862 -2.593568 0.522 0.682 0.657 -0.075
C 2.940804 -2.391548 -1.594733 -0.066 -1.242 -0.301 -0.285
C 3.890614 -2.686713 -0.617891 -0.855 -0.086 0.152 -0.083
C 4.113421 -3.996923 -0.238468 0.864 -0.266 0.711 -0.066
C 3.525645 -5.058577 -0.868819 -1.413 0.513 -0.270 -0.050
C 2.470196 -4.776358 -1.733942 -1.324 -0.605 -1.573 -0.078
C 2.167795 -3.480093 -2.141737 1.329 1.479 0.782 -0.063
C 2.981010 -1.021752 -4.074211 0.003 -0.580 -0.568 -0.289
C 3.987714 -1.906311 -4.583512 -1.227 0.963 -0.426 -0.057
C 4.000123 -2.235988 -5.946124 1.441 -0.401 1.439 -0.055
C 3.068658 -1.685068 -6.796674 0.254 -0.391 -0.290 -0.082
C 2.101363 -0.854333 -6.318010 -2.222 2.188 -0.229 -0.075
C 2.032981 -0.486834 -4.961279 0.956 -0.212 0.000 -0.079
H 4.820648 0.498298 -2.854851 -0.219 0.066 0.099 0.083
H 5.216408 -0.657767 -1.667177 -0.130 0.109 0.334 0.073
H 6.558335 0.453784 1.240575 0.350 0.587 -0.271 0.119
H 9.029619 0.774692 1.513079 -0.595 0.086 -0.714 0.122
H 10.349096 2.089360 -0.105906 -1.563 0.008 -0.157 0.138
H 9.169028 3.415658 -1.788262 -0.688 -0.448 -0.302 0.124
H 6.764176 3.133533 -2.157309 -0.663 0.218 -0.188 0.099
H 4.763817 4.068364 0.240203 -0.272 0.833 -1.358 0.135
H 3.969644 6.338298 -0.580490 -0.240 0.232 0.169 0.110
H 2.265016 6.443956 -2.443336 0.313 -0.182 -0.171 0.120
H 1.851795 4.325966 -3.757594 0.490 0.234 0.761 0.125
H 3.008692 2.274224 -3.241769 -0.261 -0.176 0.005 0.092
H 4.362886 -1.907951 -0.053700 0.370 0.358 0.049 0.098
H 4.750066 -4.250012 0.599139 0.358 0.375 -0.086 0.119
H 3.769769 -6.060305 -0.592331 0.065 -0.479 0.063 0.114
H 1.822841 -5.570231 -2.193301 0.977 0.566 0.585 0.132
H 1.429456 -3.218275 -2.897474 -0.015 -0.479 0.125 0.113
H 4.773860 -2.242552 -3.937107 0.177 -0.425 0.268 0.105
H 4.822538 -2.899581 -6.290219 -0.815 0.593 0.047 0.130
H 3.150204 -1.874355 -7.844642 -0.148 -0.191 -0.503 0.113
H 1.347361 -0.352890 -7.024201 1.308 -0.944 1.040 0.143
H 1.380240 0.309066 -4.608582 -0.297 -0.413 -0.109 0.101
O 1.843549 -0.047615 1.447111 -0.164 -0.073 -0.320 -0.162
H 1.708195 0.265850 2.354479 0.029 -0.101 -0.233 0.047
H 2.694509 0.353498 1.101487 -0.508 -0.153 0.350 -0.019
O -0.815593 2.795967 1.735900 0.275 0.724 -0.040 -0.079
H 0.132947 2.897903 1.971534 -0.155 -0.177 0.067 0.031
H -1.215160 3.635634 2.021583 0.032 -0.379 -0.091 0.088
O 0.333915 2.277733 -0.648879 -0.871 0.757 0.780 -0.161
H -0.251895 2.717214 0.041266 0.577 -0.406 -0.634 0.032
H 1.206704 2.643010 -0.451246 0.257 -0.052 -0.096 0.033
O 2.103407 3.003315 1.816951 -0.032 0.360 0.321 -0.061
H 2.783077 2.378131 1.507427 0.067 -0.045 -0.208 -0.009
H 2.606817 3.657128 2.324608 -0.292 -0.085 -0.110 0.076
C -3.516376 3.749167 -3.106400 0.594 0.324 0.633 -0.011
C -2.967960 2.373541 -2.925385 -0.666 -0.162 0.772 -0.307
C -2.660528 1.421159 -3.853729 0.510 -1.315 -0.738 0.013
C -2.172639 0.282062 -3.156959 -0.709 1.141 1.952 -0.307
N -2.211202 0.562508 -1.808847 0.377 -0.705 -1.600 -0.013
N -2.748665 1.794534 -1.721889 0.661 0.060 -0.435 0.015
C -1.707334 -1.070151 -3.582520 0.038 -0.308 -0.524 -0.036
H -4.058646 3.740706 -4.041118 -0.162 0.340 -0.175 0.080
H -2.638577 4.444986 -3.186535 -1.008 -0.314 0.103 0.101
H -4.205041 4.058645 -2.278958 0.698 -0.232 -0.704 0.097
H -2.803569 1.476422 -4.925340 0.062 0.166 0.174 0.121
H -2.831131 2.196317 -0.813083 -0.162 0.368 0.295 0.144
H -0.949113 -0.988259 -4.373201 -0.067 -0.057 0.258 0.066
H -2.479577 -1.774458 -3.979781 0.288 0.847 0.430 0.101
H -1.266551 -1.531084 -2.696124 0.093 -0.205 -0.143 0.048
C -3.355642 -0.535941 1.755390 -0.878 -1.413 -1.253 -0.371
C -4.204716 -1.110094 0.554198 -0.122 0.275 0.452 -0.415
As -6.230454 -1.051352 0.752553 0.621 -0.427 -0.010 1.309
C -6.431628 0.741617 1.438782 -0.498 0.547 0.413 -0.436
C -7.027858 1.716011 0.620604 1.424 -0.198 0.037 -0.129
C -7.069974 3.062125 0.942981 0.199 -0.706 2.070 -0.076
C -6.730660 3.418092 2.260047 0.439 -1.117 -0.607 -0.055
C -6.236252 2.414307 3.123520 -0.015 0.966 -0.080 -0.081
C -6.047917 1.106813 2.737040 -0.416 0.169 -1.104 -0.142
C -6.411350 -2.037740 2.458496 -0.265 -0.233 -0.844 -0.422
C -5.720745 -3.233997 2.706039 0.205 0.982 0.369 -0.140
C -5.899776 -3.911954 3.882578 -0.427 -0.696 0.725 -0.090
C -6.844243 -3.470387 4.834343 0.685 -1.053 0.417 -0.087
C -7.636867 -2.398019 4.523837 -0.702 1.481 -0.345 -0.070
C -7.440287 -1.681578 3.302045 0.127 -0.654 1.494 -0.118
P -1.532191 -0.894805 1.550458 -0.980 -0.303 0.818 0.979
C -1.457596 -2.719246 1.568846 0.543 0.196 -0.764 -0.393
C -0.644655 -3.357661 0.591163 -1.152 -0.044 1.189 -0.103
C -0.547289 -4.744120 0.599123 0.006 0.104 0.222 -0.063
C -1.256769 -5.507282 1.547082 0.690 0.841 0.242 -0.046
C -2.050943 -4.855501 2.491485 -0.237 0.807 0.148 -0.049
C -2.168208 -3.444254 2.531842 0.306 -0.942 -1.194 -0.079
C -0.960137 -0.429983 3.209971 0.104 -0.607 1.089 -0.395
C -0.066573 -1.292793 3.897229 0.848 1.043 -0.552 -0.104
C 0.421775 -0.913631 5.149576 -0.446 -0.631 -0.239 -0.074
C 0.004136 0.263393 5.786511 1.186 -0.074 0.306 -0.072
C -0.859100 1.099171 5.108193 -0.677 0.353 -0.026 -0.078
C -1.446873 0.701384 3.887299 0.962 0.456 -0.012 -0.095
H -3.738920 -1.041051 2.684993 0.722 0.739 -0.565 0.087
H -3.514352 0.540373 1.782710 0.010 0.009 0.296 0.057
H -4.056421 -2.187738 0.341316 0.379 0.561 0.234 0.048
H -3.957669 -0.540062 -0.351755 -0.173 -0.321 0.112 0.020
H -7.253094 1.476758 -0.385519 -0.485 -0.543 -0.863 0.077
H -7.382424 3.760043 0.210970 -0.382 0.693 -0.407 0.093
H -6.779429 4.443302 2.568470 -0.056 0.289 0.268 0.097
H -5.917093 2.650375 4.120218 -0.086 0.434 0.386 0.098
H -5.626450 0.389458 3.421728 0.030 -0.088 0.112 0.096
H -4.923464 -3.543261 2.071281 0.301 -0.319 -0.699 0.070
H -5.345485 -4.844677 4.049661 -0.139 0.494 0.091 0.107
H -6.900856 -4.001271 5.815101 -0.184 0.549 -1.002 0.122
H -8.398746 -2.013396 5.235563 0.595 -0.454 -0.587 0.120
H -8.032961 -0.805043 3.099533 -0.198 0.099 0.020 0.097
H -0.137955 -2.762691 -0.163242 0.125 -0.111 0.065 0.053
H 0.140047 -5.179293 -0.116005 -0.196 -0.337 0.058 0.088
H -1.071604 -6.573385 1.655141 -0.284 0.146 -0.311 0.115
H -2.595680 -5.427467 3.232557 0.050 -0.090 -0.048 0.108
H -2.869262 -2.936382 3.194119 0.398 -0.299 0.132 0.104
H 0.451560 -2.136516 3.388360 -0.859 0.533 0.415 0.123
H 1.120189 -1.628838 5.561485 0.125 0.325 0.523 0.107
H 0.458605 0.595160 6.757888 -0.557 -0.515 -1.078 0.130
H -1.048526 2.094689 5.550585 -0.332 -0.741 -0.378 0.119
H -2.155384 1.380982 3.417285 0.158 -0.264 0.056 0.087
```
Positions in Å, forces in eV/Å.

Summary:
Electronic energy: -167603.4053 eV
Energy above the lowest of the compared OMol25 structures with the same formula, charge and spin: 11.3 kcal/mol
Largest force on an atom: 3.13 eV/Å
Orbital gap: 0.268 Eh
Net charge: +2
M: 1139.38 g/mol